# 1
Computed, not measured: C3H4N2S in the gas phase, with ωB97M-V/def2-TZVPD.

Structure (ORCA input):
```
! RIJCOSX wB97M-V def2-TZVPD def2/J DEFGRID3
* xyz 0 1
H -1.1271 -0.0675 -1.1200
N 2.4293 -1.1018 -0.5625
H -1.8277 -0.9128 0.3868
N 0.1156 -0.9494 0.0791
C -1.1215 -0.2652 -0.0942
C 3.2904 0.8675 0.9848
S 3.7705 -0.0101 -0.2321
H -1.1340 0.6846 0.3407
H 4.0429 1.7767 1.0764
C 1.2467 -0.9432 -0.3345
*
```

Highest occupied orbital energy   -9.1 eV
Energy relative to the best compared isomer or geometry (same formula, charge and spin)   107.26 kcal/mol
E_LUMO   -0.0984 eV



# 2
Computed, not measured: 2 unconnected molecules or ions with the total composition C5H12N2O, with ωB97M-V/def2-TZVPD.

Structure (ORCA input):
```
! RIJCOSX wB97M-V def2-TZVPD def2/J DEFGRID3
* xyz 1 2
H -0.6407 1.3155 2.8299
H -1.4617 0.6761 0.1735
C 0.4419 1.5811 -0.0618
H -1.3501 2.3053 0.8890
H -2.4087 -2.0305 0.7030
H 0.3902 0.3017 2.0169
H 2.6101 -0.8853 -1.1728
O -1.7567 -2.1637 1.3949
C -0.0070 -1.2635 -1.9541
H 0.2057 -1.9749 -1.1619
C 0.9661 0.3951 -0.7576
H -1.5040 -1.2892 1.7200
C -0.8515 1.3459 0.7862
N -0.5433 0.6809 2.0491
H -0.5809 -1.5944 -2.8088
N 0.3069 -0.0232 -1.8861
H 0.1601 2.2893 -0.8481
H 1.2564 2.0037 0.5219
C 2.2189 -0.1767 -0.4499
H 2.8479 0.1504 0.3648
*
```

Highest occupied orbital energy (spin up / spin down)   -14.0 / -13.8 eV
Energy relative to the best compared isomer or geometry (same formula, charge and spin)   48.08 kcal/mol
⟨S²⟩   0.758
E_LUMO (spin up / spin down)   -4.9736 / -8.3739 eV



# 3
Computed, not measured: 2 unconnected molecules or ions with the total composition C2H4NO2, with ωB97M-V/def2-TZVPD.

Structure (ORCA input):
```
! RIJCOSX wB97M-V def2-TZVPD def2/J DEFGRID3
* xyz 1 1
H 1.2854 1.2854 -0.7226
C -1.9117 -0.6782 0.9148
O 0.6940 -0.3500 0.3888
N -1.8785 -1.1520 1.9890
H 2.4923 0.1107 0.2554
C 1.5263 0.3442 -0.1554
H -2.8677 -0.4691 0.3158
H -0.6917 -0.5582 0.3805
O -1.6377 -1.5065 3.0698
*
```

Highest occupied orbital energy   -16.1 eV
Energy relative to the best compared isomer or geometry (same formula, charge and spin)   111.23 kcal/mol
E_LUMO   -6.4940 eV



# 4
Computed, not measured: a molecular structure, C36H74MnN15O11, with ωB97M-V/def2-TZVPD.

Structure (ORCA input):
```
! RIJCOSX wB97M-V def2-TZVPD def2/J DEFGRID3
* xyz 1 6
C -3.0985 -0.5010 -4.9584
H -1.2308 3.0018 -1.9958
H 8.7998 3.8337 1.1319
H 3.0529 -4.2244 -2.0376
H 3.4358 1.1236 1.7320
N 2.5497 -4.1484 2.4602
C 2.5272 -3.2629 1.3212
H -0.2736 -3.2546 6.1888
C -3.4477 5.2657 -0.5848
H -0.4651 2.1293 3.8571
C 1.0632 4.1532 -5.2177
C 3.6264 0.1010 1.3450
H -1.1279 -3.2764 1.5235
H -3.7790 -4.7063 -3.7451
H 1.5621 -5.3567 3.7809
C 3.0474 4.9557 -3.9373
C 2.0459 -3.2527 -5.1439
H 3.9166 4.2885 -3.9661
H 3.1487 -0.6705 1.9583
O -0.4196 -2.7966 -2.4439
C -5.5780 0.6361 6.6054
N -4.3254 0.5531 -0.0870
H 3.2033 7.2340 0.4198
N 2.6326 2.1331 4.0966
C -0.6228 -3.1965 5.1739
C 1.4508 -4.7653 2.8395
H -0.7935 -4.7639 -1.4764
H -4.0973 -0.1462 2.9708
H -1.1327 -2.8414 -4.3540
H -1.5785 -2.6284 5.1706
C -1.8638 3.9039 -2.0029
O 0.4047 -4.7523 2.1352
H -4.0068 -2.9758 3.7291
C -2.7934 -4.7479 -4.2256
C 3.7504 -4.1090 3.3226
C 1.5452 1.6850 4.1981
H 0.0962 3.6729 -5.1792
O 0.3038 1.4269 -0.7114
H -2.6189 0.7119 2.4495
N -3.0683 -3.9450 2.0778
N 1.7673 4.1774 -3.9642
H -0.6073 -4.1600 4.6642
H 2.4327 -5.2226 -3.3824
H 4.6982 -0.0638 1.3715
H -3.3657 5.9766 -1.4213
C -1.7306 -5.1045 -1.9600
O 0.2011 -0.5951 0.0657
H 4.0208 -4.4377 -3.5090
O -1.2445 0.0968 -3.1324
C -2.2573 -0.4668 -2.7438
N 2.8245 0.2172 -1.1170
H -5.8976 0.0143 7.4160
H -3.4636 5.7756 0.3912
H -2.5503 -4.8822 -1.2532
C 8.4443 3.5787 0.1181
H -2.7507 3.8191 -2.6681
H 3.3468 5.5345 3.2813
H 3.0775 5.5862 -3.0138
H 2.8460 -2.7831 -5.6643
C 2.4106 -1.9367 -3.0200
H 8.3610 4.4961 -0.5031
N 2.0184 6.1369 1.6479
N 6.2886 2.2291 0.5149
H -4.9757 -4.2867 2.8871
H 0.4728 5.3230 2.8375
H -2.2557 -2.0541 2.0855
O -3.2556 -6.1592 2.7025
H -2.6202 -5.7493 -4.5978
C 7.1944 2.8978 0.2968
H -3.5887 0.4661 -5.1929
C 2.4582 6.4882 0.4524
H -2.8763 -4.1146 -5.1112
H 1.9719 -4.3356 -5.3413
H 1.7023 3.6206 -5.9494
C -3.7281 0.7254 2.4115
H -5.4048 1.6591 6.9262
H -0.0194 0.5167 3.7361
H 2.2413 -2.2657 1.6739
C -4.0802 0.7143 1.0333
N -2.3363 4.3023 -0.6341
C 1.4902 3.2689 -3.0742
H -1.1082 2.9213 0.3855
O 1.9895 6.0635 -0.5855
H -4.9276 -1.1902 -2.2563
O 2.0297 -0.8305 -3.4915
N -1.8385 -4.3719 -3.2504
N 2.3754 -3.0955 -3.6979
C -1.0739 -3.3077 -3.3696
H 1.3112 4.1141 1.8032
H -6.3558 0.6818 5.7919
C -4.3772 0.0841 5.9689
N -3.1959 -0.8900 -3.5340
H 3.8107 -3.1445 3.8040
H -5.1041 -1.6258 -4.0372
H 1.7495 -3.6623 0.6265
H -0.0526 1.0854 5.3486
H 0.1594 5.3530 1.0992
H -2.4243 -0.6981 -1.6782
H 3.7700 -4.8155 4.1403
H -2.4674 -2.6913 0.4901
Mn 0.7919 0.5143 -2.5359
C -4.2183 -3.4926 2.7609
H 3.1486 5.5713 -4.8111
H 2.0702 3.2055 -2.1846
C -1.8321 3.7557 0.4927
C -2.7158 -5.2312 2.1195
H -3.4114 -1.2952 -5.5843
H -1.7188 -6.1498 -2.1704
H -3.9801 1.5910 3.0440
H -1.7299 -5.4361 1.6774
C 0.9330 5.1448 1.8424
H 2.3907 6.9704 3.6368
H 1.0411 -2.8152 -5.3877
C 0.1418 1.3607 4.3307
H -4.2274 -2.6646 -2.9344
C -2.1626 -2.9562 1.4773
C -4.4637 -1.6149 -3.1874
H 3.7594 7.0305 2.6244
H 2.6675 -2.0989 -1.9625
H 3.4938 -3.1912 0.8325
H 9.2217 2.8868 -0.1834
C 0.4188 -2.2366 4.6847
O 0.3510 1.1528 1.3632
O -2.2240 4.0224 1.6022
N -3.4867 -0.4232 5.4848
H 4.6179 -4.2683 2.6973
C 2.9782 -4.3043 -3.1342
H -4.6883 -2.7424 2.1374
H -4.3566 4.6730 -0.7535
C 3.1979 0.0529 -0.0529
N 1.1208 -1.3983 4.3369
H 0.9093 5.1311 -5.6691
H -1.2212 4.6669 -2.4255
N 0.3582 0.6219 0.2444
H -2.0413 -0.3600 -5.1828
C 2.9266 6.4099 2.8099
O 0.5690 2.4471 -3.2780
*
```

Highest occupied orbital energy (spin up / spin down)   -10.4 / -10.4 eV
⟨S²⟩   8.753
E_LUMO (spin up / spin down)   -1.5476 / -1.5518 eV



# 5
Computed, not measured: 2 unconnected molecules or ions with the total composition C5H10IN2, with ωB97M-V/def2-TZVPD.

Structure (ORCA input):
```
! RIJCOSX wB97M-V def2-TZVPD def2/J DEFGRID3
* xyz 1 1
C -2.0057 1.9511 -0.3470
I 1.0764 -2.3234 3.0775
N 1.1522 -0.0444 -0.0048
H 2.1484 0.1429 0.3349
C 2.3480 -3.0030 -0.6149
N 1.6437 -2.2537 0.0092
H -1.3494 2.7797 -0.1246
H -1.5069 -0.1066 -0.9834
C 0.7502 -1.2881 0.0420
C -1.2459 0.6755 -0.2517
H -2.4249 2.0910 -1.3623
H -1.5713 0.1360 0.6961
H 3.1256 -3.7006 -0.5944
H -0.3507 -1.5730 -0.0691
H 0.5700 1.7985 -0.8863
H 0.1870 1.7579 0.8462
H -2.7665 1.9058 0.3830
C 0.2199 1.0544 -0.1503
*
```

Highest occupied orbital energy (spin up / spin down)   -13.4 / -12.8 eV
Energy relative to the best compared isomer or geometry (same formula, charge and spin)   95.28 kcal/mol
E_LUMO (spin up / spin down)   -5.5364 / -6.3502 eV



# 6
Computed, not measured: a molecular structure, C30H29BrF4N7OPS3Sr, with ωB97M-V/def2-TZVPD.

Structure (ORCA input):
```
! RIJCOSX wB97M-V def2-TZVPD def2/J DEFGRID3
* xyz -2 1
C -3.7729 -1.0511 1.3355
N -0.2655 3.5227 1.2424
C -0.3082 -1.4076 -4.1738
C -4.9251 -1.7851 -0.7807
C 3.4325 -3.3496 -2.0606
N -6.0105 3.8988 1.7354
C 4.5910 -1.6685 -0.2398
H 3.8225 3.0326 -4.4305
C 3.7088 2.3941 2.8126
F 5.2519 -1.0405 0.7788
C -3.8128 2.9136 2.6508
C -4.8884 -1.9265 0.7460
N -2.3447 4.4797 4.0736
H -6.2834 -1.7147 2.3947
H -0.8362 -4.1537 -3.3696
C 2.6866 -2.5428 -1.2740
F 5.5656 -3.4572 -3.2098
H 3.2241 2.5317 0.7308
H 4.0867 1.9845 4.8861
N -0.2046 2.2988 0.7946
C 4.4707 1.9963 -2.6643
Br -0.4805 -3.2923 1.1412
C -3.3626 1.6055 2.3713
H -6.6724 -0.6822 1.0193
C 3.5195 2.4459 -3.5716
H -2.4650 3.6800 -0.9118
N -1.0952 2.2168 -0.1675
C -6.2975 -1.6676 1.3028
C 3.3382 0.2607 3.8413
C 2.9054 -0.2483 2.6298
H 3.3576 -0.3795 4.7143
H 1.4337 2.4929 -4.0708
C 3.1912 -1.6480 -0.3630
C 2.7480 0.9151 -1.3626
H -7.0055 -2.4195 0.9354
H -1.2986 -3.8599 -1.6528
Sr -1.2276 -0.4612 0.6296
C -1.6649 3.4300 -0.2386
H -0.3811 -2.0863 -5.0242
F 2.8737 -4.3651 -2.8013
H -3.9874 -2.1483 -1.2079
N -1.1436 4.2816 0.6284
C 4.0895 1.2382 -1.5691
H 5.5174 2.2307 -2.8169
H -5.7529 -2.3571 -1.2152
C 3.7465 1.5855 3.9386
H 0.2857 -3.3067 -2.2083
S -1.4931 -1.9062 -2.9300
H 4.8381 0.8988 -0.8654
H -3.6862 -1.2443 2.4130
N 0.4278 3.9838 2.3498
C -0.7538 -3.4777 -2.5178
C 5.3706 -2.3485 -1.1398
H -4.5694 -3.5373 2.1665
H 4.0220 3.4295 2.8748
C 2.8585 0.5574 1.4911
H 2.5979 -1.2866 2.5542
F 6.7202 -2.3047 -1.0359
S -4.3053 0.7013 1.2495
H -5.0455 -0.7399 -1.0787
C -5.0228 3.4526 2.1372
C -3.0071 3.7781 3.4351
H 0.6865 -1.4408 -3.7277
C 1.8023 1.3799 -2.2735
H -3.4694 -3.5654 0.7920
H -5.1670 -4.0797 0.5880
H -0.2666 4.0325 3.1039
C 2.1828 2.1403 -3.3721
C 3.2543 1.8864 1.6008
C -4.4994 -3.3683 1.0888
H -0.5593 -0.3936 -4.4790
S -1.9280 1.0258 3.0894
H 0.7571 1.1356 -2.1132
P 2.1398 -0.1920 -0.0244
O -1.1504 -1.0538 -1.7498
H 1.1108 3.2627 2.5658
C 4.7951 -3.1417 -2.1412
*
```

Highest occupied orbital energy   -1.7 eV
Energy relative to the best compared isomer or geometry (same formula, charge and spin)   0.00 kcal/mol
E_LUMO   3.7261 eV



# 7
Computed, not measured: a molecular structure, C21H34GeN12O2SiTc, with ωB97M-V/def2-TZVPD.

Structure (ORCA input):
```
! RIJCOSX wB97M-V def2-TZVPD def2/J DEFGRID3
* xyz 0 4
N -3.4869 0.1728 1.2699
N -1.1295 1.6966 -3.1553
H 1.6710 2.5263 4.2829
N -0.9777 2.3924 3.0074
H 3.9378 -3.6704 0.5388
C 3.1027 -0.5759 1.6258
H 0.8698 -0.4601 5.3358
Si 0.8996 0.5203 3.0614
N -1.5234 3.2616 2.1336
H 1.9632 3.3785 -1.9735
C -2.6459 -0.7482 1.7919
H 0.6092 0.3300 -4.6111
N -1.1652 1.7091 -1.8023
H -2.9827 1.7280 0.1131
C 1.9927 2.8516 -2.9285
H -4.9580 -0.9192 3.2732
C -1.6366 -1.3035 -3.1269
C 2.0367 -3.1136 1.3621
Tc -0.8240 0.1741 -0.5548
C 3.3349 -2.8661 0.9413
N -0.4293 1.3625 2.2500
C -1.6922 -3.7537 -1.9606
C -1.5571 2.9602 -1.4816
C -2.1163 -2.3778 -3.8454
H 2.9865 1.3515 4.1374
C 0.1063 -0.2657 4.5780
H 1.2690 -1.1480 -3.8883
N -0.6899 1.5996 0.8841
H -3.8482 0.2907 4.0112
H -3.9694 -1.3415 4.6867
O -2.9196 -1.2624 2.9793
C -2.1785 -3.6329 -3.2563
C 1.2498 0.2669 -0.9772
H 1.6168 -4.1090 1.2740
H 0.2768 -2.3068 2.2701
N -1.4767 2.8516 -3.5896
C 1.7994 -0.8060 2.0720
H 4.6358 0.6957 -3.2070
C 4.0374 0.5007 -2.3156
H 2.2727 -0.1711 -4.9778
H 2.5502 2.3867 2.7649
N -3.1128 0.7238 0.0430
H -4.2118 0.6038 1.8164
O -1.6563 -1.1061 1.1845
H 4.8757 -1.3861 0.7366
N -1.7589 3.6773 -2.5687
H -2.4360 -2.2277 -4.8673
H 1.6992 0.8667 -0.1809
H 1.6278 -0.7585 -0.8561
H -2.0835 4.3732 -0.1206
C 1.5076 -0.1298 -4.2024
H -0.3743 -1.2152 4.3371
H -1.5821 -0.3111 -3.5576
C 3.8644 -1.5893 1.0658
H -1.6912 -4.7056 -1.4477
H -2.5688 -4.4866 -3.7923
H 4.4276 1.1129 -1.5006
C -1.3312 2.7915 0.9240
H -0.6405 0.4020 5.0094
H 4.1663 -0.5473 -2.0373
H 3.5312 0.4162 1.7116
C -1.1962 -2.6418 -1.3181
H 1.0983 3.1081 -3.4940
C 2.1518 1.8178 3.6078
H -3.7989 0.5116 -0.6701
N -1.2039 -1.3992 -1.8527
C -3.9981 -0.7632 3.7693
H 2.8643 3.2001 -3.4837
Ge 2.1192 0.9034 -2.6371
C 1.2811 -2.0953 1.9275
H -0.7671 -2.7283 -0.3297
N -1.8141 3.4075 -0.2090
*
```

Highest occupied orbital energy (spin up / spin down)   -5.0 / -7.8 eV
Energy relative to the best compared isomer or geometry (same formula, charge and spin)   22.20 kcal/mol
⟨S²⟩   3.773
E_LUMO (spin up / spin down)   -0.0498 / -0.5681 eV



# 8
Computed, not measured: a molecular structure, C34H34I2N8O3STi, with ωB97M-V/def2-TZVPD.

Structure (ORCA input):
```
! RIJCOSX wB97M-V def2-TZVPD def2/J DEFGRID3
* xyz 1 2
C -3.4121 -1.5752 0.7780
C -1.4396 0.5525 -6.3193
C -2.6345 -1.1231 -7.4502
H 3.3803 -1.0043 5.5686
H -2.8998 -1.9665 4.0953
C 0.2609 -0.8676 -2.2415
C -0.9873 0.8437 -1.8046
C 0.4657 -0.6740 3.9048
N -0.9682 1.4605 -5.4153
C -5.3944 -2.7952 0.1203
H -2.5207 0.0864 2.7939
H 1.8082 1.0687 -0.6242
H 2.3125 -1.9198 1.5239
C -5.4661 -3.3586 1.3867
C 1.3608 -0.6233 4.9629
H 4.5052 3.0856 4.1950
H 3.3788 0.2707 -0.7553
N -0.3685 -0.1715 -1.2302
O -2.4573 -0.6949 0.4638
N 0.1117 2.1036 -5.9340
C 4.4075 1.1634 1.4190
C -4.5105 -3.0439 2.3406
H -2.4731 1.6953 -4.0222
C -0.9536 -0.1933 4.0641
C 3.0266 -1.5171 3.5117
H 6.9581 1.2742 2.0039
C 4.0918 2.5558 3.3472
H 2.4653 3.7865 4.8802
H 2.0779 -0.4919 0.1333
Ti -0.6280 -0.7153 0.9084
H -2.7999 1.9419 -1.6175
C 2.5469 0.4751 -0.0842
H -1.3596 -0.5544 5.0186
C 4.9428 1.8320 2.5113
H 1.0548 2.8241 4.4751
H 1.0300 -0.2682 5.9289
H -6.1277 -3.0411 -0.6333
S 0.5243 -3.5677 0.0466
C -4.3698 -1.9110 -0.1722
C -0.5894 0.7007 -7.4063
O 1.7768 -2.9901 -0.4618
H 6.6093 1.2818 3.7336
N -0.4734 -2.6756 0.6751
C -2.4280 -1.9126 3.1055
C 6.4152 1.7928 2.7896
N -1.7797 -0.5958 2.9317
N -0.7949 0.8123 -3.1367
C -2.4873 -0.3743 -6.3075
H -1.9475 -1.5908 -9.4378
H 0.2287 2.7929 2.2420
C 2.7324 2.6189 3.1110
H 0.8697 -1.7326 -2.0386
C 2.2083 1.8985 2.0093
C 1.8677 3.4168 4.0511
I -7.0018 -4.6739 1.8486
H 0.3013 -0.5171 -4.4296
H 6.8178 2.8011 2.8806
I -4.2480 -1.1140 -2.0906
N 0.3450 1.6731 -7.1038
C 3.0470 1.1713 1.1461
C -1.8102 1.8999 -1.1623
C -3.4743 -2.1661 2.0446
C 2.0724 -1.5481 2.5126
C -1.3828 1.7534 -4.0909
H -1.3370 2.8780 -1.2729
O 0.1140 1.0559 1.2714
H -1.9572 1.6921 -0.1045
C -0.0017 -0.2751 -3.4303
H -0.0903 0.0551 -9.4094
N 0.8147 -1.1233 2.6959
H -1.0556 2.7675 -3.8534
C 2.6631 -1.0394 4.7614
H 5.0666 0.6282 0.7480
C -1.7804 -0.9731 -8.5679
C -0.7500 -0.0660 -8.5648
H 1.4272 4.2848 3.5582
H -0.9562 0.9013 4.1163
H -4.5620 -3.4897 3.3252
H -3.4285 -1.8548 -7.4980
C 0.7802 1.9401 1.8244
H 4.0260 -1.8648 3.3041
H -3.1421 -0.5045 -5.4572
H -1.6444 -2.6770 3.0600
*
```

Highest occupied orbital energy (spin up / spin down)   -10.1 / -10.2 eV
Energy relative to the best compared isomer or geometry (same formula, charge and spin)   9.19 kcal/mol
⟨S²⟩   0.761
E_LUMO (spin up / spin down)   -3.6060 / -3.7499 eV



# 9
Computed, not measured: a gas-phase ion, C4H8N2 (charge +2), with ωB97M-V/def2-TZVPD.

Structure (ORCA input):
```
! RIJCOSX wB97M-V def2-TZVPD def2/J DEFGRID3
* xyz 2 1
H 0.6996 -1.0622 -2.3340
H 0.8817 0.8159 -1.8774
N -0.9548 0.8378 -0.1625
C -0.0422 -0.2704 0.5696
H -2.1691 2.5317 -0.9282
C -0.5219 -0.4631 1.9155
H 1.3284 -1.4595 0.2249
H 0.3527 -0.6082 2.7431
C 1.2085 -0.2950 -1.6183
N 0.7953 -0.7345 -0.2532
H -0.8730 0.5087 2.2472
H 2.2189 -0.3341 -1.8342
C -1.5455 1.7633 -0.4624
H -1.3786 -1.2306 1.7699
*
```

Structure (SMILES)   C#[N+]/C(C)=[NH+]\C
Highest occupied orbital energy   -21.9 eV
Energy relative to the best compared isomer or geometry (same formula, charge and spin)   41.23 kcal/mol
E_LUMO   -10.6691 eV



# 10
Computed, not measured: C10H11NO2 in the gas phase, with ωB97M-V/def2-TZVPD.

Structure (ORCA input):
```
! RIJCOSX wB97M-V def2-TZVPD def2/J DEFGRID3
* xyz 0 1
H 0.8523 0.7729 1.9804
H 2.4296 0.8788 -1.7030
C -2.2252 -1.8934 1.0196
C -0.5264 -0.1635 0.6245
H -2.4948 0.0769 1.1670
H 2.3189 2.3320 2.4144
H -1.7320 -1.5564 -3.2219
C 0.5451 -0.3544 -1.5199
H 1.6402 3.5377 1.2190
C -1.6841 -0.5196 1.4457
H -1.4803 -0.4132 2.5075
H -1.0076 -2.6798 -2.2805
C 0.5897 0.6053 1.0041
C 1.6075 0.4227 -1.1399
C 1.5795 0.9705 0.1573
H 3.4916 3.2792 1.4931
N -1.7038 -1.1438 -1.1118
C 2.5622 2.8086 1.4147
C -0.5622 -0.6354 -0.6887
H 0.4647 -0.7827 -2.6175
O 2.6824 1.7284 0.4799
O -2.8200 -2.6834 1.7036
H -2.7182 -2.5724 -2.1747
C -1.8093 -2.0151 -2.1728
*
```

Highest occupied orbital energy (spin up / spin down)   -7.3 / -7.4 eV
Energy relative to the best compared isomer or geometry (same formula, charge and spin)   123.53 kcal/mol
E_LUMO (spin up / spin down)   -0.6941 / -0.1299 eV



Strongest force on any atom for the records above, in order: 2.73; 2.08; 5.45; 4.19; 3.75; 1.34; 1.78; 1.33; 4.77; 4.34 eV/Å